This record from OMol25 describes an isolated molecule of C2H3BrO2 at a distorted geometry. The level of theory is ωB97M-V/def2-TZVPD.

Summary:
**Energy relative to the best compared isomer or geometry (same formula, charge and spin)**: 84.6 kcal per mole
**HOMO energy (alpha / beta)**: -8.9 / -8.9 eV
**Orbital gap (alpha / beta)**: 8.64 / 8.64 eV
**Spin multiplicity**: 1
**LUMO energy (alpha / beta)**: -0.27 / -0.27 eV

Last columns: bonded neighbours and bond lengths (Å).
Positions of all 8 atoms, in Å:
1 C 0.59797 -0.49948 -0.03677  C2 1.487, O3 1.329, H6 1.034, H7 1.166
2 C -0.15174 0.60643 0.61495  C1 1.487, O4 1.313, Br5 1.811
3 O 1.45550 0.34376 -0.60235  C1 1.329
4 O -1.03135 1.13295 -0.20465  C2 1.313, H8 0.942
5 Br 0.48994 1.59241 1.99199  C2 1.811
6 H 0.97911 -1.16829 0.65402  C1 1.034
7 H 0.02043 -1.27476 -0.68936  C1 1.166
8 H -1.16538 2.04127 0.00728  O4 0.942

Atomic partial charges in e from the Mulliken method, atoms 1 to 5: atom 1 (C): -0.30, atom 2 (C): 0.37, atom 3 (O): -0.56, atom 4 (O): -0.33, atom 5 (Br): 0.00